4 unconnected molecules or ions with the total composition C21H50NO7S5, computed with ωB97M-V with the def2-TZVPD basis set.

Output
calculated total energy	-3402.090592	a.u.
net charge	-1
molecular weight	588.97	g/mol

Atoms and positions in Å:
1 C -4.251 -2.509 -5.010
2 C -2.711 -3.097 -5.042
3 C -1.608 -1.913 -4.681
4 C -1.482 -1.867 -3.034
5 C -0.078 -2.620 -2.648
6 C 1.026 -1.686 -1.875
7 C 1.087 -0.125 -2.368
8 C 0.786 0.812 -1.055
9 C 0.810 2.428 -1.334
10 C -0.284 3.092 -0.257
11 C -1.646 3.635 -0.992
12 C -1.678 5.300 -0.915
13 C -0.818 5.910 -2.206
14 C 0.536 6.583 -1.573
15 C 1.777 6.776 -2.628
16 S 1.314 6.640 -4.437
17 O 0.082 7.544 -4.833
18 O 1.052 5.185 -4.922
19 N 2.666 7.279 -5.378
20 S 4.174 6.525 -4.923
21 O 5.011 7.528 -4.060
22 O 4.042 5.114 -4.301
23 H -4.194 -1.466 -4.447
24 H -4.667 -2.372 -6.113
25 H -4.940 -3.228 -4.355
26 H -2.647 -4.004 -4.270
27 H -2.513 -3.572 -6.109
28 H -0.598 -2.254 -5.217
29 H -1.872 -0.866 -5.159
30 H -2.379 -2.520 -2.598
31 H -1.615 -0.797 -2.572
32 H 0.470 -3.145 -3.539
33 H -0.368 -3.490 -1.885
34 H 2.090 -2.169 -2.101
35 H 0.855 -1.684 -0.715
36 H 0.448 0.127 -3.316
37 H 2.221 0.092 -2.676
38 H 1.640 0.601 -0.247
39 H -0.223 0.448 -0.534
40 H 0.612 2.746 -2.442
41 H 1.881 2.837 -1.024
42 H -0.547 2.290 0.587
43 H 0.250 3.977 0.319
44 H -1.632 3.238 -2.103
45 H -2.608 3.149 -0.492
46 H -2.787 5.694 -0.874
47 H -1.140 5.692 0.075
48 H -0.631 5.012 -2.934
49 H -1.450 6.778 -2.684
50 H 0.930 5.833 -0.733
51 H 0.287 7.589 -1.010
52 H 2.195 7.875 -2.460
53 H 2.638 6.048 -2.309
54 H 4.927 6.351 -6.129
55 C 1.307 -3.340 2.615
56 S 1.482 -1.542 2.510
57 O 1.548 -1.179 1.056
58 C 3.168 -1.485 3.163
59 H 0.327 -3.618 2.219
60 H 2.087 -3.826 2.024
61 H 1.377 -3.653 3.659
62 H 3.831 -2.087 2.538
63 H 3.175 -1.861 4.189
64 H 3.508 -0.446 3.157
65 C -1.167 -7.278 5.605
66 S 0.336 -6.362 5.188
67 O -0.008 -4.902 5.198
68 C 0.400 -6.894 3.460
69 H -1.426 -7.066 6.645
70 H -1.988 -6.964 4.956
71 H -0.985 -8.349 5.489
72 H -0.519 -6.603 2.946
73 H 0.528 -7.978 3.417
74 H 1.253 -6.409 2.979
75 C -0.517 -1.035 8.220
76 S -0.605 -2.076 6.742
77 O -1.042 -1.204 5.602
78 C -2.044 -3.032 7.278
79 H 0.301 -0.321 8.094
80 H -1.455 -0.492 8.351
81 H -0.319 -1.660 9.094
82 H -2.887 -2.363 7.468
83 H -1.795 -3.588 8.185
84 H -2.310 -3.734 6.485

Results of the Löwdin charge analysis, in e, for atoms 1 through 2: C -0.162; C -0.285